[1]
ORCA calculation (ωB97M-V/def2-TZVPD) on a cluster of 2 separate species, C7H14N2 in total in a non-equilibrium geometry.

The geometry in XYZ format:
```
23
Properties=species:S:1:pos:R:3:lowdin_spin:R:1
C -2.6341 -2.7231 2.0067 0.0426
C -1.2070 -0.8131 1.0874 0.3512
C -1.4756 -1.7983 2.1197 0.2112
C 0.4156 -0.8231 2.5035 0.2832
N -0.0291 -0.2486 1.3418 0.0613
N -0.4726 -1.7254 2.9839 0.0028
H -1.7156 -0.5769 0.1552 0.0110
H 0.3571 0.5440 0.8410 -0.0011
H -3.5451 -2.2778 2.4000 0.0206
H -2.3300 -3.6471 2.4522 0.0023
H 1.3355 -0.7208 3.0851 0.0086
H -3.0604 -2.8501 1.0127 0.0064
C 0.8634 1.7541 -1.5393 0.0000
C 0.8666 2.3242 -2.9419 0.0000
C 2.0888 0.7707 -1.3672 0.0000
H 0.7989 2.5894 -0.7897 0.0000
H -0.0148 1.1462 -1.4023 -0.0001
H 0.1341 1.9068 -3.6588 0.0000
H 1.8632 2.2054 -3.3838 0.0000
H 2.0183 0.2506 -0.3944 0.0000
H 1.9870 0.0509 -2.1699 0.0000
H 0.7032 3.3892 -3.0037 0.0000
H 3.0524 1.2730 -1.3386 0.0000
```

Properties
HOMO-LUMO gap (spin up / spin down), eV: 10.74 / 6.96
HOMO energy (spin up / spin down), eV: -14.6 / -14.6
Multiplicity: 2
Total charge: +1
Calculated total energy, eV: -10457.4832
Expectation value of S²: 0.763

***

[2]
ORCA calculation (ωB97M-V/def2-TZVPD) on a structure of composition C7H14N2O in a non-equilibrium geometry.

The geometry in XYZ format:
```
24
Properties=species:S:1:pos:R:3:mulliken_charge:R:1
C 1.0173 -1.2982 0.7575 -1.4421
C 0.9867 1.0260 1.4466 -1.0523
N 0.4970 0.0545 0.4228 0.6345
C 0.8382 0.4805 -0.9714 -0.3004
C 1.8410 -0.0936 -1.7020 -0.9035
H 0.6523 1.5407 -1.0831 0.4360
H 0.5742 -1.6122 1.6993 0.4099
H 0.7437 -2.0234 -0.0012 0.4757
H 2.0973 -1.2460 0.8626 0.3921
H 0.4710 1.9706 1.3004 0.4115
H 0.7777 0.6550 2.4480 0.3658
H 2.0551 1.1723 1.3051 0.3497
H 2.1343 -1.1269 -1.5971 0.2511
H 2.1593 0.3953 -2.6106 0.3121
C -1.1724 0.0474 0.2497 0.6109
N -1.6855 1.3550 0.3558 -0.5110
C -0.9872 -0.0748 -1.6502 -0.1738
C -1.8537 -1.0226 0.7735 -1.1449
O -1.6152 0.6955 -2.3490 -0.5550
H -2.4071 1.4375 1.0565 0.2404
H -1.9174 1.7606 -0.5485 0.2455
H -0.8437 -1.1413 -1.9548 0.3912
H -2.9129 -0.9329 0.9629 0.2812
H -1.4499 -2.0189 0.8272 0.2752
```

Properties
HOMO-LUMO gap (spin up / spin down), eV: 6.50 / 6.50
HOMO energy (spin up / spin down), eV: -6.3 / -6.3
Total charge: 0
Calculated total energy, eV: -12508.3374

***

Relative energy (zero: lowest compared OMol25 entry of this formula, charge and spin)? In order: 57.9 540.6 kJ/mol.